Record 1
Formula: C4H10Cl2NS
Source: the Open Molecules 2025 dataset
Level of theory: ωB97M-V with the def2-TZVPD basis set

Last column: Mulliken charge in e.
Cartesian coordinates (Å):
C: -1.8883 -0.4426 1.0916  -1.21
C: -0.3590 -0.6790 1.3540  0.14
Cl: -0.2034 -1.2519 3.0737  -0.10
C: 0.4398 0.6619 1.0633  -0.14
Cl: 1.1402 1.3726 2.5655  -0.05
S: 1.7922 0.3511 -0.1719  0.09
C: 0.9952 -0.4202 -1.6257  -0.33
N: 0.1002 0.4551 -2.3732  -0.47
H: -2.0811 0.6224 1.2793  0.37
H: -2.4456 -1.0285 1.8276  0.41
H: -2.1533 -0.7523 0.0739  0.29
H: 0.0249 -1.5174 0.7582  0.17
H: -0.2084 1.4429 0.6545  0.41
H: 2.2598 1.6056 -0.4899  0.31
H: 1.8191 -0.8160 -2.2479  0.40
H: 0.4171 -1.2993 -1.2991  0.24
H: 0.1175 0.2636 -3.3625  0.24
H: 0.2329 1.4321 -2.1716  0.23

Results
electronic energy	-41671.84475	eV
HOMO energy	-14.36	eV
molar mass	175.1	g mol⁻¹
energy relative to the best compared isomer or geometry (same formula, charge and spin)	0.00	kcal/mol
charge	+1



Record 2
Formula: C38H31IrN6O7P2S3
Source: the Open Molecules 2025 dataset
Level of theory: ωB97M-V with the def2-TZVPD basis set

Last column: Mulliken charge in e.
Cartesian coordinates (Å):
Ir: -0.0418 -0.2083 0.1036  4.25
S: 1.4753 1.2456 1.1627  -0.75
C: 2.3547 1.2996 -0.3358  0.95
S: 1.6098 0.2094 -1.4468  -0.66
C: 3.4399 2.0763 -0.6063  0.65
C: 4.0115 2.9112 0.4053  -0.16
N: 4.4590 3.5877 1.2227  -0.49
C: 4.0061 2.0835 -1.9213  -0.10
N: 4.4400 2.1008 -2.9881  -0.51
C: -7.1441 1.2070 -3.6240  -0.78
S: -6.6129 -0.5146 -3.5374  -0.07
C: -5.0083 -0.3626 -4.3649  -1.35
C: -3.9106 0.2697 -3.5145  0.17
C: -3.7073 -0.4739 -2.1906  -1.40
N: -2.3414 -0.3815 -1.6419  1.09
P: -1.4550 -1.6515 -0.9540  -1.52
C: -0.9789 -2.7590 -2.2899  1.21
C: -0.1612 -3.8529 -1.9933  -0.98
C: 0.2018 -4.7377 -2.9965  -0.74
C: -0.2217 -4.5219 -4.3012  -0.66
C: -0.9826 -3.4031 -4.6089  -1.02
C: -1.3563 -2.5173 -3.6079  -0.50
C: -2.6120 -2.5762 0.1001  1.17
C: -3.5634 -1.8591 0.8287  -0.41
C: -4.4156 -2.5146 1.7028  -0.94
C: -4.3222 -3.8905 1.8704  -0.76
C: -3.3836 -4.6109 1.1477  -0.69
C: -2.5356 -3.9591 0.2622  -0.55
P: -1.4617 0.9763 -1.0970  -1.23
C: -1.0698 1.8402 -2.6280  1.72
C: -1.4176 3.1722 -2.8240  -0.46
C: -1.1948 3.7712 -4.0585  -0.82
C: -0.6124 3.0475 -5.0853  -0.67
C: -0.2218 1.7277 -4.8792  -0.89
C: -0.4446 1.1264 -3.6547  -0.87
C: -2.4759 2.1203 -0.1477  1.26
C: -1.8806 2.7930 0.9194  -0.68
C: -2.6143 3.7037 1.6645  -0.68
C: -3.9443 3.9436 1.3543  -0.75
C: -4.5386 3.2939 0.2803  -0.82
C: -3.8061 2.3935 -0.4766  0.04
H: -8.1021 1.2722 -3.1109  0.36
H: -7.2760 1.5192 -4.6597  0.27
H: -6.4394 1.8739 -3.1263  0.19
H: -5.1570 0.2050 -5.2844  0.57
H: -4.7300 -1.3821 -4.6416  0.36
H: -4.1529 1.3210 -3.3377  0.62
H: -2.9787 0.2739 -4.0837  -0.08
H: -3.9192 -1.5355 -2.3394  0.91
H: -4.4308 -0.1421 -1.4477  0.40
H: 0.2223 -3.9953 -0.9891  0.64
H: 0.8263 -5.5891 -2.7576  0.50
H: 0.0627 -5.2141 -5.0836  0.39
H: -1.2810 -3.2120 -5.6321  0.48
H: -1.9235 -1.6312 -3.8596  0.48
H: -3.6391 -0.7850 0.7222  0.34
H: -5.1531 -1.9474 2.2567  0.49
H: -4.9860 -4.3998 2.5579  0.42
H: -3.3024 -5.6832 1.2721  0.47
H: -1.8136 -4.5413 -0.2937  0.41
H: -1.8609 3.7445 -2.0193  0.48
H: -1.4726 4.8058 -4.2115  0.45
H: -0.4548 3.5115 -6.0507  0.42
H: 0.2640 1.1736 -5.6717  0.48
H: -0.1354 0.1021 -3.4942  0.36
H: -0.8439 2.6040 1.1667  0.20
H: -2.1453 4.2149 2.4950  0.48
H: -4.5193 4.6467 1.9438  0.38
H: -5.5710 3.4956 0.0238  0.48
H: -4.2733 1.9270 -1.3329  0.06
O: -1.5049 -4.7640 6.7211  -0.63
N: -1.6412 -3.5989 6.4028  1.06
O: -2.1623 -2.7420 7.0926  -0.64
C: -1.1663 -3.1991 5.0769  -0.85
C: -1.2939 -1.8901 4.6838  -0.41
C: -0.8834 -1.5438 3.4136  -0.41
C: -0.2159 -2.4282 2.4949  1.49
O: 0.2972 -2.0594 1.4167  -0.97
C: -0.2074 -3.7945 2.9720  -0.64
C: -0.6533 -4.1564 4.2134  -0.31
N: 0.2375 -4.9031 2.1069  1.21
O: -0.0719 -6.0300 2.4533  -0.67
O: 0.7832 -4.6398 1.0539  -0.68
N: -1.1942 -0.2030 3.0005  0.54
O: -1.2717 0.6715 3.8118  -0.59
O: -1.4945 0.0068 1.8024  -0.41
H: -1.7424 -1.1565 5.3379  0.66
H: -0.6116 -5.1924 4.5157  0.68

Results
electronic energy	-117098.72606	eV
HOMO energy	-7.96	eV
molar mass	1034.1	g mol⁻¹
energy relative to the best compared isomer or geometry (same formula, charge and spin)	12.30	kcal/mol



Record 3
Formula: C34H55GdN3OPS4Si
Source: the Open Molecules 2025 dataset
Level of theory: ωB97M-V with the def2-TZVPD basis set

Last column: Mulliken spin population.
Cartesian coordinates (Å):
Gd: 0.2411 -0.5887 -0.2495  7.64
C: -0.9564 3.0617 -3.2575  0.00
C: -2.0903 3.1800 -2.2554  0.00
S: -1.6289 2.7122 -0.5484  0.00
C: -0.6210 4.1910 -0.1397  0.00
C: 0.4831 3.8501 0.8371  0.00
S: 1.5434 2.4485 0.3408  0.00
C: 2.3927 3.1481 -1.1284  0.00
C: 3.4653 2.1901 -1.6069  0.00
S: 2.8389 0.5133 -2.0047  0.00
C: 2.4043 0.6272 -3.7799  0.00
C: 1.3305 1.6372 -4.1382  0.00
S: -0.1730 1.4072 -3.1010  0.00
H: -0.1848 3.8205 -3.1067  0.00
H: -1.3565 3.1644 -4.2686  0.00
H: -2.9022 2.5087 -2.5323  0.00
H: -2.4669 4.2026 -2.2196  0.00
H: -1.2754 4.9430 0.3056  0.00
H: -0.2271 4.5803 -1.0764  0.00
H: 0.0574 3.5318 1.7879  0.00
H: 1.1240 4.7163 1.0047  0.00
H: 2.8367 4.0997 -0.8284  0.00
H: 1.6474 3.3183 -1.9013  0.00
H: 4.2060 2.0269 -0.8246  0.00
H: 3.9708 2.5784 -2.4894  0.00
H: 2.0813 -0.3876 -4.0141  0.00
H: 3.3171 0.8465 -4.3359  0.00
H: 1.0456 1.5136 -5.1860  0.00
H: 1.6900 2.6554 -3.9947  0.00
C: 0.1023 -2.9496 0.4571  -0.46
Si: 1.4897 -3.2632 1.6943  -0.03
C: 1.2590 -1.7945 2.9426  0.01
N: 1.3999 -0.4679 2.2952  -0.10
C: 2.8400 -0.1112 2.1358  0.02
C: 3.3552 0.9504 3.1138  0.00
C: 2.8377 0.6950 4.5256  0.00
C: 1.3014 0.7155 4.5346  0.00
C: 0.7309 0.5582 3.1167  0.01
C: 1.5190 -4.9468 2.5614  -0.01
C: 2.4479 -5.9214 2.1943  0.00
C: 2.4365 -7.1775 2.7731  0.00
C: 1.4815 -7.4949 3.7240  0.00
C: 0.5356 -6.5490 4.0842  0.00
C: 0.5563 -5.2911 3.5103  0.00
C: 3.1559 -3.0088 0.8050  0.00
C: 3.2432 -2.6282 -0.5315  0.00
C: 4.4729 -2.5232 -1.1609  0.01
C: 5.6375 -2.7936 -0.4637  0.00
C: 5.5714 -3.1535 0.8716  0.00
C: 4.3419 -3.2617 1.4928  0.00
H: -0.8658 -3.0655 0.9603  0.00
H: 0.1567 -3.7082 -0.3271  0.01
H: 1.9270 -1.8804 3.8024  0.00
H: 0.2401 -1.8651 3.3297  0.00
H: 3.0104 0.2448 1.1065  -0.01
H: 3.4325 -1.0160 2.2628  0.00
H: 3.0484 1.9453 2.7895  0.00
H: 4.4454 0.9246 3.1036  0.00
H: 3.2320 1.4478 5.2089  0.00
H: 3.2103 -0.2692 4.8744  0.00
H: 0.9340 1.6624 4.9298  0.00
H: 0.9158 -0.0703 5.1819  0.00
H: 0.8296 1.5100 2.5851  0.00
H: -0.3361 0.3179 3.1784  0.00
H: 3.1913 -5.6931 1.4425  0.00
H: 3.1760 -7.9077 2.4799  0.00
H: 1.4751 -8.4708 4.1829  0.00
H: -0.2181 -6.7940 4.8174  0.00
H: -0.1914 -4.5651 3.8012  0.00
H: 2.3279 -2.4481 -1.1095  -0.02
H: 4.5269 -2.2460 -2.2026  0.00
H: 6.5923 -2.7367 -0.9617  0.00
H: 6.4739 -3.3634 1.4244  0.00
H: 4.2903 -3.5594 2.5315  0.00
C: -1.3160 -2.8513 -5.9692  0.00
N: -1.2353 -2.6853 -4.5408  0.00
C: -1.7717 -3.5054 -3.5997  0.00
C: -1.4847 -2.9494 -2.3879  0.00
N: -0.7591 -1.7980 -2.5674  -0.05
C: -0.6357 -1.6839 -3.8803  0.01
H: -1.8270 -3.7850 -6.1957  0.00
H: -0.3196 -2.8811 -6.4117  0.00
H: -1.8758 -2.0284 -6.4184  0.00
H: -2.2912 -4.4063 -3.8519  0.00
H: -1.7593 -3.3086 -1.4168  0.00
H: -0.1502 -0.8812 -4.3965  0.00
C: -4.0660 0.0981 -1.0451  0.00
P: -3.3649 -0.3707 0.5721  0.00
C: -3.9175 -2.0845 0.8413  0.00
C: -4.0759 0.6838 1.8667  0.00
O: -1.8637 -0.2370 0.5624  -0.03
H: -5.0801 -0.2753 -1.1454  0.00
H: -3.4296 -0.3316 -1.8194  0.00
H: -4.0859 1.1791 -1.1454  0.00
H: -4.9999 -2.1130 0.9203  0.00
H: -3.4807 -2.4859 1.7525  0.00
H: -3.6129 -2.6992 -0.0022  0.00
H: -5.1566 0.7135 1.7961  0.00
H: -3.6726 1.6881 1.7550  0.00
H: -3.7842 0.2918 2.8391  0.00

Results
electronic energy	-124002.15222	eV
HOMO energy (spin up / spin down)	-12.84 / -12.89	eV
molar mass	866.4	g mol⁻¹
energy relative to the best compared isomer or geometry (same formula, charge and spin)	14.34	kcal/mol
charge	+2
2S+1	8



Record 4
Formula: C29H35BrFIO6
Source: the Open Molecules 2025 dataset
Level of theory: ωB97M-V with the def2-TZVPD basis set

Last column: Mulliken charge in e.
Cartesian coordinates (Å):
C: 3.8124 0.5766 4.2983  -0.49
C: 4.7302 1.7699 4.0700  -0.39
O: 4.0496 3.0054 3.9717  -0.45
C: 3.2700 3.1342 2.8017  -0.36
C: 1.7643 2.9778 3.0560  -0.47
O: 1.1566 2.6250 1.8168  -0.31
C: 0.4635 1.3876 1.8616  -0.50
C: -0.3767 1.2870 0.6153  -0.19
C: -1.7198 1.6457 0.6850  0.86
F: -2.1886 2.0732 1.8720  -0.46
C: -2.5951 1.6167 -0.3998  1.08
C: -4.0095 2.1200 -0.2110  -1.55
C: -4.8177 1.5597 0.9600  0.56
C: -4.7644 0.0555 1.1288  -1.55
O: -6.1730 1.9742 0.7042  -0.58
C: -2.0773 1.1949 -1.6339  0.68
C: -2.9963 1.1194 -2.8265  -1.88
C: -3.9244 -0.1062 -2.8013  -0.62
C: -3.1227 -1.4318 -2.8602  0.38
C: -3.5480 -2.4171 -1.8156  -0.62
O: -3.0358 -3.7048 -2.1570  -0.55
C: -0.7184 0.8503 -1.7393  -0.41
C: 0.1275 0.8777 -0.6151  0.55
C: 1.5501 0.4596 -0.7888  -0.16
O: 2.4403 0.9488 -0.1547  -0.49
C: 1.7943 -0.6090 -1.7936  -0.01
C: 2.8325 -1.5440 -1.6364  0.66
C: 3.7667 -1.5798 -0.4557  -0.22
C: 4.0195 -2.9999 0.1049  -0.77
C: 3.4057 -3.2108 1.5034  -0.88
I: 4.9431 -3.2667 3.0083  -0.01
C: 2.9991 -2.4840 -2.6557  -0.62
C: 2.1778 -2.5310 -3.7710  -1.00
C: 1.1569 -1.5963 -3.9005  0.18
Br: 0.0522 -1.7588 -5.4399  -0.14
C: 0.9585 -0.6244 -2.9241  0.75
C: -0.0907 0.4351 -3.0191  -0.65
O: -0.3612 0.9221 -4.0837  -0.53
H: 3.0581 0.8096 5.0435  0.27
H: 3.2818 0.3595 3.3701  -0.16
H: 4.3751 -0.3054 4.5811  0.34
H: 5.3301 1.5933 3.1751  0.34
H: 5.4029 1.8639 4.9191  0.35
H: 3.5404 2.3928 2.0479  0.22
H: 3.4285 4.1101 2.3478  0.35
H: 1.5901 2.2212 3.8143  0.32
H: 1.3525 3.9381 3.3616  0.26
H: 1.1523 0.5434 1.9355  -0.09
H: -0.1827 1.4017 2.7356  0.78
H: -3.9230 3.1935 -0.0272  0.39
H: -4.5939 2.0363 -1.1129  0.33
H: -4.5366 2.0292 1.8954  0.29
H: -5.3606 -0.1995 2.0058  0.51
H: -3.7500 -0.2712 1.3439  0.29
H: -5.1990 -0.4690 0.2840  0.39
H: -6.7661 1.2455 0.8994  0.35
H: -3.6055 2.0187 -2.8884  0.68
H: -2.4615 1.0577 -3.7608  0.45
H: -4.5652 -0.1182 -1.9228  0.28
H: -4.5670 -0.0440 -3.6743  0.47
H: -3.3398 -1.9034 -3.8171  0.47
H: -2.0553 -1.2372 -2.8017  -0.46
H: -4.6405 -2.4700 -1.7675  0.34
H: -3.2013 -2.1292 -0.8195  0.23
H: -3.2389 -4.2999 -1.4315  0.32
H: 4.7269 -1.1528 -0.7311  0.44
H: 3.3879 -0.9803 0.3579  -0.15
H: 5.0799 -3.2098 0.1626  0.52
H: 3.5954 -3.7682 -0.5369  0.36
H: 2.7420 -2.4002 1.7796  0.24
H: 2.8426 -4.1332 1.5562  0.45
H: 3.8044 -3.1978 -2.5704  0.56
H: 2.3450 -3.2768 -4.5292  0.44

Results
electronic energy	-123785.42244	eV
HOMO energy	-9.26	eV
molar mass	705.4	g mol⁻¹
structure (SMILES)	CCOCCOCc1c(F)c(C[C@H](C)O)c(CCCCO)c2c1C(=O)c1c(CCCI)ccc(Br)c1C2=O
energy relative to the best compared isomer or geometry (same formula, charge and spin)	0.00	kcal/mol



Q: Which of these has the lowest electronic energy?
A: C34H55GdN3OPS4Si



Q: The highest molar mass belongs to which entry?
A: C38H31IrN6O7P2S3



Q: Look up the electronic energy of the third one.
A: -124002.15222 eV



Q: Among the records above, which one has the lowest molar mass?
A: C4H10Cl2NS